[1]
Computed, not measured: the ion C3H12N6P with charge +1 in a non-equilibrium geometry, with ωB97M-V/def2-TZVPD.

Its relative energy (zero: lowest compared OMol25 entry of this formula, charge and spin) is 17.9 kcal/mol. Its molecular weight is 163.15 g mol⁻¹. For the total energy, the calculation gives -21527.920 eV. The calculation puts the HOMO-LUMO gap at 9.5739 eV. The largest force on an atom comes out at 4.74 eV/Å. The structure (SMILES) is N=P(N)(N)[NH2+]C1=NCCN1. The charge is +1.

Last column: Mulliken charge in e.
Cartesian coordinates (Å):
1 P -1.820 -0.282 0.391  0.87
2 N -3.198 -0.255 -0.658  -0.65
3 N 1.076 -0.124 0.683  -0.44
4 N -0.696 0.815 -0.770  -0.27
5 N -2.017 0.861 1.546  -0.43
6 N -1.319 -1.741 0.301  -0.69
7 N 1.662 0.253 -1.423  -0.20
8 C 2.951 0.068 -0.622  -0.39
9 C 2.418 -0.562 0.745  -0.56
10 C 0.718 0.302 -0.409  0.29
11 H 2.520 -1.742 0.879  0.25
12 H -2.271 0.420 2.413  0.24
13 H -0.411 -1.889 0.900  0.30
14 H 2.841 -0.161 1.585  0.36
15 H -0.598 1.792 -0.506  0.35
16 H 3.300 1.021 -0.226  0.24
17 H -3.341 -1.237 -0.993  0.31
18 H 3.742 -0.406 -1.222  0.38
19 H -0.943 0.601 -1.726  0.37
20 H -3.984 0.037 -0.038  0.30
21 H -2.216 1.837 1.530  0.23
22 H 1.587 0.393 -2.379  0.14

Cartesian forces (eV/Å) of the 2 atoms listed first:
P -1.9095 0.0517 -3.2050
N 0.5219 -0.3277 1.8711

***

[2]
Computed, not measured: a cluster of 9 separate species, C51H95BF4N15O in total in a non-equilibrium geometry, with ωB97M-V/def2-TZVPD.

Its molecular weight is 1021.23 g mol⁻¹. For the total energy, the calculation gives -90301.778 eV. The calculation puts the HOMO-LUMO gap at 7.1203 eV. The largest force on an atom comes out at 3.43 eV/Å. The charge is +7.

Last column: Mulliken charge in e.
Cartesian coordinates (Å):
1 F 1.325 0.264 0.807  -0.32
2 F -0.851 -0.130 0.434  0.02
3 F 0.372 -1.647 1.533  -0.09
4 F 0.029 0.434 2.588  0.23
5 O -0.190 -4.519 0.074  -0.22
6 N -3.337 -4.074 3.792  0.31
7 N -0.517 -4.587 -1.100  0.84
8 N 3.085 -0.336 4.448  0.28
9 N -3.244 -6.106 4.665  0.11
10 N 6.860 -1.885 1.968  0.11
11 N -0.656 4.528 -2.933  0.68
12 N -4.212 4.199 -5.259  0.12
13 N 3.766 4.183 -4.098  0.21
14 N -4.074 2.491 -3.896  0.42
15 N 4.716 -1.983 1.584  0.63
16 N 3.342 2.139 -3.448  0.25
17 N -4.357 1.808 2.368  0.16
18 N -2.980 1.456 4.015  0.13
19 N -0.469 4.097 -0.794  0.49
20 N 3.926 1.562 3.802  0.37
21 C 2.642 2.339 -4.611  -0.41
22 C -0.198 -3.778 -3.423  -1.20
23 C -3.654 1.125 -1.740  -0.58
24 C -4.565 4.658 -4.010  -0.98
25 C 4.422 -0.434 4.731  -0.80
26 C -0.713 5.284 -4.191  -0.02
27 C -0.391 2.886 -1.449  -0.88
28 C -3.946 2.897 -5.172  -0.25
29 C 4.116 2.835 3.123  -0.20
30 C -1.201 -6.947 -0.796  -1.72
31 C -3.551 -5.005 2.784  -0.18
32 C -0.419 3.170 -2.799  -1.54
33 C 4.186 5.604 -4.121  -0.60
34 C -1.225 -5.932 -3.123  -1.20
35 C -3.654 1.243 -3.292  -0.69
36 C -0.208 4.250 0.646  -0.87
37 C 3.339 -2.453 1.497  1.04
38 C -5.764 0.221 1.121  -1.22
39 C -2.260 2.074 3.065  -0.76
40 C 2.059 -1.347 4.799  -0.61
41 C 5.150 -0.689 1.210  -0.84
42 C 5.770 -2.620 2.163  -0.36
43 C -2.013 -2.058 3.130  0.55
44 C -0.149 -3.360 -1.917  1.78
45 C 5.505 5.851 -4.870  -1.14
46 C 6.500 -0.633 1.494  -0.59
47 C -0.609 5.073 -1.706  -0.35
48 C -1.423 6.617 -4.032  -1.72
49 C -3.587 -6.254 3.337  -0.82
50 C -2.819 -7.098 5.668  -0.75
51 C -4.022 4.971 -6.502  -0.86
52 C 4.900 0.745 4.302  -0.31
53 C -3.116 2.334 2.007  -0.31
54 C -3.323 -2.603 3.717  -1.08
55 C 3.157 -3.877 2.020  -1.91
56 C 4.915 3.778 4.051  -1.33
57 C -2.941 -5.309 -1.363  -1.31
58 C -4.485 3.598 -3.169  -0.06
59 C -4.246 1.266 3.620  -0.38
60 C 3.223 0.963 -2.527  -0.67
61 C -3.132 -4.812 4.907  -0.10
62 C -1.462 -5.664 -1.602  1.22
63 C 8.222 -2.237 2.308  -0.79
64 C 2.758 0.861 3.955  -0.68
65 C -1.351 -4.643 -3.887  -0.69
66 C 2.998 3.590 -5.067  -0.64
67 C 3.964 3.285 -3.107  -0.26
68 C -1.332 -2.367 -1.741  -1.41
69 C -2.485 0.904 5.268  -0.71
70 C 1.211 -2.772 -1.543  -1.52
71 C -5.491 1.678 1.446  -0.21
72 B 0.165 -0.244 1.388  -0.18
73 H -2.952 -4.437 5.902  0.39
74 H 7.170 0.211 1.474  0.45
75 H 3.423 -3.971 3.076  0.46
76 H 2.934 1.386 -1.566  0.27
77 H 5.783 6.898 -4.988  0.40
78 H 1.741 1.128 3.722  0.74
79 H 3.162 3.296 2.871  0.25
80 H 5.992 3.593 4.067  0.39
81 H -1.685 6.964 -5.035  0.41
82 H -2.808 1.503 6.120  0.35
83 H 2.408 0.360 -2.918  0.15
84 H -1.206 -4.694 -4.966  0.46
85 H -3.663 -7.225 2.875  0.47
86 H 4.469 3.443 -2.169  0.49
87 H 1.964 -3.561 -1.539  0.65
88 H -3.470 -2.319 4.758  0.22
89 H -2.998 4.808 -6.832  0.39
90 H 2.410 -2.368 4.666  0.19
91 H -2.924 2.691 1.010  0.45
92 H -1.328 -6.828 0.279  0.37
93 H 5.722 -3.615 2.574  0.49
94 H -2.931 -0.065 5.481  0.23
95 H -1.319 -1.949 -0.732  -0.25
96 H -3.351 0.143 -1.390  0.24
97 H -2.973 1.890 -1.363  -0.10
98 H -0.213 -6.321 -3.245  0.43
99 H 4.177 0.444 -2.471  0.42
100 H 1.506 -1.979 -2.227  0.12
101 H -3.048 -4.789 -0.406  0.17
102 H -1.172 -1.448 -2.306  0.39
103 H -1.145 4.378 1.187  0.39
104 H -0.227 -7.389 -1.005  0.41
105 H -6.432 0.161 0.263  0.44
106 H 5.925 1.080 4.276  0.52
107 H -5.326 2.290 0.561  0.12
108 H -1.398 0.903 5.244  0.23
109 H 0.731 -4.321 -3.619  0.47
110 H 2.710 -1.638 1.858  -0.43
111 H 1.165 -2.334 -0.546  0.01
112 H -5.023 0.748 4.159  0.52
113 H 4.632 2.684 2.174  0.24
114 H -0.261 2.518 -3.642  0.77
115 H -3.465 -4.605 -2.007  0.31
116 H 6.374 5.403 -4.386  0.35
117 H -0.634 6.139 -1.536  0.57
118 H 2.699 4.072 -5.985  0.57
119 H -6.222 -0.194 2.021  0.51
120 H 1.973 1.611 -5.040  0.60
121 H -2.284 -2.828 -1.988  0.53
122 H -1.267 -2.591 3.724  0.32
123 H 8.882 -1.429 2.004  0.31
124 H 3.764 -4.647 1.539  0.49
125 H -4.160 -2.253 3.113  0.40
126 H -1.924 -2.221 2.060  -0.10
127 H -3.579 2.204 -5.914  0.43
128 H -2.514 -6.642 6.607  0.29
129 H -1.927 -6.680 -3.491  0.44
130 H 4.257 5.922 -3.079  0.40
131 H 3.001 -2.450 0.458  0.13
132 H -6.419 2.069 1.864  0.31
133 H -3.678 -4.683 1.765  0.49
134 H -4.670 1.386 -1.439  0.37
135 H -4.798 4.803 -7.244  0.33
136 H -3.539 -7.895 5.839  0.34
137 H -2.594 1.169 -3.543  0.39
138 H 4.510 0.117 0.893  0.73
139 H -2.310 -4.152 -3.722  0.34
140 H -3.485 -6.244 -1.263  0.51
141 H -1.906 -7.556 5.286  0.38
142 H 2.153 -4.290 1.930  0.24
143 H 4.628 3.658 5.095  0.39
144 H -0.250 1.968 -0.897  1.06
145 H 4.889 4.820 3.735  0.41
146 H -4.015 6.034 -6.259  0.34
147 H -2.429 6.556 -3.613  0.39
148 H -4.758 3.601 -2.128  0.43
149 H 4.929 -1.332 5.042  0.53
150 H 1.739 -1.167 5.822  0.40
151 H 5.465 5.431 -5.876  0.35
152 H 0.352 3.423 1.078  0.14
153 H -1.969 -7.645 -1.126  0.52
154 H 8.553 -3.157 1.826  0.38
155 H 1.278 -1.234 4.047  0.03
156 H -1.206 2.229 3.209  0.89
157 H 0.318 5.422 -4.516  0.08
158 H -4.809 5.694 -3.838  0.59
159 H -0.891 7.474 -3.622  0.51
160 H -1.834 -1.010 3.366  -0.37
161 H -0.122 -2.915 -4.087  0.46
162 H -4.202 0.377 -3.660  0.40
163 H 8.399 -2.459 3.361  0.38
164 H 3.359 6.227 -4.463  0.31
165 H -4.958 -0.489 0.920  0.19
166 H -1.262 4.702 -4.929  0.37
167 H 0.390 5.133 0.866  0.44

Cartesian forces (eV/Å) of the 2 atoms listed first:
F 1.0195 0.6457 -0.5541
F -0.7835 0.8278 0.4081